[1]
126
Properties=species:S:1:pos:R:3:forces:R:3 method="wB97M-V/def2-TZVPD" homo_energy_ha=-0.29090
C 7.57110 -6.81202 1.73098 1.8 0.3 -0.7
C 6.28825 -6.84138 2.20681 -1.5 -0.1 1.0
C 5.91170 -5.53548 2.39287 -3.1 -0.3 0.1
N 6.83188 -4.71710 1.87197 0.3 0.8 0.8
C 7.88245 -5.47705 1.58051 2.4 -0.5 -2.0
H 8.21424 -7.65305 1.51780 0.0 0.2 -0.1
H 5.65132 -7.70145 2.35164 0.1 0.1 0.3
H 4.95218 -5.18452 2.74297 0.1 0.1 -0.1
H 6.85638 -3.71041 1.79407 -0.3 -0.3 0.3
H 8.70808 -5.00742 1.06652 0.3 -0.2 0.2
C 0.30988 0.71062 -0.10908 1.9 0.7 -3.0
C 0.87071 -0.31873 0.60770 -1.8 -1.0 3.8
C 0.73799 0.12644 1.97448 0.5 -1.0 -1.4
N 0.38740 1.44812 1.94558 1.2 -0.4 0.1
C 0.36749 1.83380 0.63590 -2.5 1.6 0.4
H 0.12936 0.69110 -1.17371 0.2 0.1 -0.1
H 0.98195 -1.33808 0.26867 0.2 0.0 0.2
H 0.80812 -0.41856 2.90424 0.1 0.1 -0.1
H 0.13795 2.01610 2.74261 0.4 -0.1 -0.2
H 0.19302 2.85559 0.33275 -0.2 -0.1 0.2
C 8.39789 1.33201 1.74622 0.0 -0.9 -2.8
C 8.01593 1.85702 2.94185 -1.7 0.2 2.4
C 6.61912 2.10678 2.89619 2.5 0.4 0.3
N 6.27098 1.88292 1.60019 -1.8 -0.1 0.6
C 7.29673 1.37441 0.90771 0.9 -0.6 -0.5
H 9.29776 0.83195 1.41978 0.3 0.4 0.3
H 8.66210 1.89212 3.80650 -0.3 0.2 0.1
H 5.97737 2.45266 3.69301 -0.2 0.1 -0.4
H 5.31612 1.86289 1.27165 0.2 0.2 0.0
H 7.15814 0.98851 -0.09142 0.1 0.2 0.0
C -0.50285 -5.43539 -7.73291 -1.2 -3.2 -1.0
C -0.68605 -4.83836 -6.50250 0.7 0.9 0.6
C -1.08302 -5.78390 -5.60320 -0.4 0.2 0.8
N -1.30345 -6.95986 -6.24445 0.8 0.5 -1.6
C -0.96481 -6.79857 -7.61690 0.9 1.7 1.7
H -0.09293 -4.93451 -8.59749 -0.2 -0.3 -0.1
H -0.44945 -3.79626 -6.34607 -0.1 -0.1 0.4
H -1.20003 -5.69974 -4.53287 -0.2 0.0 -0.1
H -1.50099 -7.80751 -5.73204 0.0 0.1 -0.5
H -0.94273 -7.67026 -8.25412 -0.1 0.3 -0.1
C 0.12327 -10.24875 2.19296 0.2 0.8 2.2
C -0.19196 -8.92461 1.82104 0.0 1.0 -1.6
C -0.96087 -8.29594 2.76010 0.2 -0.7 0.6
N -1.06102 -9.21069 3.78355 0.0 -0.3 1.6
C -0.33951 -10.31518 3.51869 0.5 -1.5 -2.4
H 0.78196 -10.96954 1.73147 -0.2 0.2 -0.1
H 0.14274 -8.36671 0.95900 -0.1 -0.4 -0.3
H -1.35835 -7.29284 2.80693 0.0 -0.2 0.1
H -1.48621 -9.18977 4.69946 -0.2 0.9 -0.4
H -0.19547 -11.16806 4.16541 -0.4 0.3 0.3
C 4.16203 6.64318 -5.26977 0.1 -1.3 1.4
C 3.64869 7.60593 -6.07485 -0.4 2.0 -3.1
C 3.33834 8.76743 -5.39995 0.0 -1.6 0.9
N 3.55795 8.43198 -4.05762 0.3 -0.4 -0.6
C 4.06918 7.13579 -4.00495 -0.3 0.4 0.9
H 4.44383 5.64709 -5.57766 0.1 0.1 0.2
H 3.56943 7.44751 -7.14023 -0.1 0.4 -0.1
H 2.93570 9.69095 -5.78904 0.1 0.0 0.5
H 3.34659 9.00075 -3.25020 0.2 -0.1 -0.3
H 4.23137 6.57707 -3.09504 0.1 0.5 0.2
C -6.04361 5.86065 -1.60358 0.6 2.2 -2.8
C -6.08266 6.96569 -2.51047 -0.7 -1.4 1.3
C -5.52748 8.19936 -2.18487 -0.3 -1.1 -0.6
N -4.82179 8.42530 -1.09485 0.1 -2.0 3.3
C -4.78172 7.35447 -0.16734 -0.9 -0.5 -2.9
C -5.33415 6.06804 -0.45423 0.5 1.0 0.7
H -6.41498 4.95872 -2.06728 -0.1 -0.5 0.9
H -6.62547 6.78629 -3.42676 0.1 0.4 -0.2
H -5.67859 8.98751 -2.90763 0.4 0.4 0.1
H -4.27955 7.33367 0.78858 0.4 1.2 -0.1
H -5.15990 5.23917 0.21585 0.0 0.1 0.4
C -4.84095 6.12241 8.21501 0.7 0.4 -0.3
C -4.80854 4.78215 7.93281 -0.3 -0.8 -0.1
C -3.78963 4.20058 7.17586 1.8 2.4 -0.5
N -2.78269 4.97333 6.64256 -1.5 2.0 1.7
C -2.82469 6.38015 6.94829 -0.8 -3.2 -0.2
C -3.82667 6.96900 7.72858 0.1 -1.1 -0.3
H -5.65203 6.45937 8.84350 0.0 0.4 -0.1
H -5.63124 4.19527 8.31377 0.1 -0.4 0.0
H -3.67298 3.13767 7.02415 -0.3 -0.1 -0.1
H -1.99747 6.92021 6.51189 -0.1 0.2 0.0
H -3.86054 8.02053 7.97261 0.3 0.1 -0.1
C -4.41113 4.70998 -8.55265 0.1 -0.8 -1.2
C -3.33211 5.02510 -7.73364 -1.0 1.2 -0.7
C -2.85292 4.08597 -6.89217 0.2 -2.8 0.0
N -3.20584 2.76496 -6.98372 -1.1 0.4 -1.1
C -4.12827 2.40783 -7.94380 0.6 2.1 1.2
C -4.80824 3.38758 -8.72280 1.4 -0.7 1.1
H -4.85729 5.39356 -9.25980 0.1 0.5 0.2
H -2.85661 5.99402 -7.77205 -0.3 0.2 0.2
H -2.07432 4.32801 -6.18393 0.1 -0.1 0.2
H -4.35558 1.35544 -8.02871 0.1 -0.1 0.0
H -5.48552 3.10335 -9.51458 -0.3 0.0 0.2
C -6.09412 -3.46822 1.62121 1.2 0.0 -0.1
C -6.70429 -4.24635 2.60370 -1.2 1.1 1.0
C -7.58525 -3.56361 3.44656 0.0 1.9 -0.7
N -7.82913 -2.22672 3.35102 -0.1 -0.2 -0.9
C -7.23676 -1.50493 2.37917 1.7 -1.6 0.6
C -6.24437 -2.08810 1.53845 -1.9 -0.1 1.0
H -5.35014 -3.85782 0.94217 0.0 -0.5 0.0
H -6.58041 -5.28047 2.88948 0.5 -0.2 -0.9
H -8.18219 -4.01137 4.22731 0.3 -0.5 0.1
H -7.37468 -0.43379 2.38271 -0.4 0.1 0.0
H -5.63582 -1.50033 0.86720 -0.2 0.0 -0.2
C 6.10586 -0.87747 -6.94122 0.6 -0.5 0.6
C 7.06572 -0.21561 -7.73182 0.0 -1.7 1.9
C 8.41415 -0.46712 -7.37715 -0.7 0.1 0.3
N 8.83887 -1.21448 -6.31861 -1.1 -0.2 -2.0
C 7.86820 -1.89275 -5.68012 -0.1 1.8 1.6
C 6.50794 -1.67192 -5.82184 0.0 0.9 -2.3
H 5.06635 -0.84741 -7.23263 -0.2 0.4 0.3
H 6.72433 0.44445 -8.51550 0.4 -0.1 -0.2
H 9.13816 -0.00997 -8.03536 0.6 0.1 0.4
H 8.13287 -2.38651 -4.75678 0.6 -0.5 -0.1
H 5.80382 -2.08293 -5.11354 -0.1 -0.2 -0.2
C -3.33453 -1.93114 10.45144 2.5 1.1 -0.7
C -1.97956 -1.43975 10.23892 -2.5 -1.5 0.2
C -1.20687 -2.02601 9.23406 -2.1 -0.9 -0.1
N -1.71049 -3.02161 8.46076 -0.8 -0.4 1.4
C -2.99646 -3.51065 8.76496 4.5 0.1 -3.2
C -3.82251 -2.96973 9.62812 -1.5 2.2 2.8
H -3.87657 -1.41462 11.22977 -0.5 -0.3 -0.1
H -1.56392 -0.65666 10.85570 -0.1 0.0 0.1
H -0.20432 -1.63758 9.13204 0.2 -0.4 -0.7
H -3.34157 -4.34840 8.17720 0.3 0.0 -0.3
H -4.84210 -3.32477 9.60029 -0.1 0.1 0.6



[2]
117
Properties=species:S:1:pos:R:3:forces:R:3 method="wB97M-V/def2-TZVPD" homo_energy_ha=-0.35488 charge=+1
Pt 1.45208 -0.72743 -0.90634 0.2 0.1 0.1
C -1.49430 4.15954 3.88057 0.1 0.1 0.0
O -1.26065 5.16798 2.91650 0.1 0.0 0.1
C -0.00219 5.29013 2.42159 0.0 0.0 0.0
C 1.06808 4.47060 2.77260 0.0 0.0 0.0
C 2.31294 4.66810 2.18540 0.0 -0.1 0.0
C 2.49520 5.68337 1.26062 0.0 -0.1 -0.2
C 1.43804 6.54427 0.97100 0.0 0.0 -0.1
C 0.19212 6.33597 1.51889 0.0 0.0 0.0
N 3.73607 5.98977 0.59942 0.0 0.0 0.1
N 4.46950 5.13550 0.08459 0.0 0.0 -0.1
C 4.11526 3.73910 0.01108 -0.1 0.1 0.1
C 5.00222 2.82774 0.52288 0.0 0.0 0.0
C 4.73272 1.45098 0.53659 0.0 0.0 0.0
C 3.56133 0.95892 0.00034 0.0 0.0 0.0
O 3.23263 -0.31697 0.01963 0.0 0.0 -0.1
C 2.66289 1.89145 -0.58533 0.0 0.1 0.0
N 1.49224 1.37628 -1.07933 -0.1 -0.1 0.0
C 0.58070 2.19328 -1.56165 0.0 -0.1 0.1
C 0.80271 3.56761 -1.70076 0.1 0.0 0.0
C 1.98225 4.10068 -1.26181 0.0 -0.1 0.0
C 2.93150 3.27469 -0.61890 0.0 0.1 0.1
H -2.54856 4.21995 4.13608 0.0 0.0 0.0
H -0.89441 4.32120 4.77959 0.0 0.0 0.0
H -1.27466 3.16903 3.47388 0.0 0.1 0.1
H 0.95361 3.68273 3.50241 0.0 0.0 0.0
H 3.13449 4.01902 2.45707 0.0 0.0 0.0
H 1.61143 7.37279 0.29474 0.0 0.0 0.0
H -0.64284 6.98345 1.28483 0.0 0.0 0.0
H 5.91997 3.19876 0.96239 0.0 0.0 0.0
H 5.43430 0.75837 0.98277 0.0 0.0 0.0
H -0.36236 1.74434 -1.83556 0.1 0.0 -0.1
H 0.03772 4.18510 -2.14740 0.0 0.0 0.0
H 2.18646 5.15183 -1.39493 0.0 0.1 0.0
Cl 1.22223 -0.72296 2.33440 0.1 0.0 -0.1
C 1.28643 -2.44274 2.50295 0.0 0.0 0.1
C 1.03503 -2.93124 3.78152 0.0 0.0 0.0
C 1.06010 -4.29041 4.02713 0.0 0.0 0.0
C 1.33872 -5.17570 2.99450 0.0 0.0 0.0
C 1.57877 -4.68486 1.72681 0.0 0.0 0.0
C 1.56081 -3.31034 1.44665 0.0 -0.1 0.0
P 1.93944 -2.87092 -0.28244 -0.1 0.1 0.1
C 1.10510 -4.20528 -1.17935 -0.1 0.0 -0.1
C 1.77681 -5.02073 -2.08114 0.0 0.0 0.0
C 1.07638 -5.98197 -2.79943 0.0 0.0 0.0
C -0.28938 -6.13310 -2.61704 0.0 0.0 0.0
C -0.96160 -5.33305 -1.69911 0.0 0.0 0.0
C -0.26713 -4.37417 -0.98145 0.0 -0.1 0.0
C 3.71031 -3.12509 -0.51734 0.0 0.0 0.0
C 4.27359 -2.71239 -1.72501 0.0 0.0 0.0
C 5.62584 -2.88755 -1.95731 0.0 0.0 0.0
C 6.42795 -3.46081 -0.97794 0.0 0.0 0.0
C 5.87450 -3.85783 0.22862 0.0 0.0 0.0
C 4.51532 -3.69458 0.46146 0.0 0.0 0.0
H 0.81606 -2.23113 4.57551 0.0 0.0 0.0
H 0.86136 -4.65637 5.02565 0.0 0.0 0.0
H 1.36596 -6.24165 3.17424 0.0 0.0 0.0
H 1.78658 -5.38219 0.92486 0.0 0.0 0.0
H 2.84316 -4.90961 -2.23131 0.0 0.0 0.0
H 1.60436 -6.61547 -3.49974 0.0 0.0 0.0
H -0.83108 -6.88244 -3.17881 0.0 0.0 0.0
H -2.02397 -5.46339 -1.53871 0.0 0.0 0.0
H -0.78892 -3.77086 -0.24533 0.0 0.0 0.0
H 3.65664 -2.23078 -2.47506 0.0 0.0 0.0
H 6.05836 -2.56353 -2.89448 0.0 0.0 0.0
H 7.48735 -3.59004 -1.15577 0.0 0.0 0.0
H 6.49980 -4.29355 0.99638 0.0 0.0 0.0
H 4.09696 -3.99743 1.41176 0.0 0.0 0.0
F -8.66956 -1.00132 -1.23369 0.0 0.0 0.0
C -7.37684 -0.69159 -1.05801 0.0 0.0 0.0
C -6.58868 -0.47221 -2.17019 0.0 0.0 0.0
C -5.25153 -0.15881 -1.97566 0.0 0.0 0.0
C -4.71589 -0.06038 -0.69370 0.0 0.0 0.0
C -5.54434 -0.28649 0.40336 0.0 0.0 0.0
C -6.88237 -0.60542 0.22951 0.0 0.0 0.0
Sb -2.67471 0.51296 -0.48516 0.0 0.1 0.0
C -2.37726 -0.22697 1.48973 0.0 0.0 0.0
C -2.60878 -1.58066 1.73340 0.0 0.0 0.0
C -2.36908 -2.13902 2.98021 0.0 0.0 0.0
C -1.90176 -1.31458 3.98396 0.0 0.0 0.0
F -1.65433 -1.84565 5.19620 0.0 0.0 0.0
C -1.66080 0.02872 3.78576 0.0 0.0 0.0
C -1.88754 0.56445 2.52573 -0.1 -0.1 0.0
C -2.97902 2.57890 -0.04827 0.1 0.0 0.0
C -2.57069 3.51042 -0.99909 0.0 0.0 0.0
C -2.72369 4.87345 -0.78589 0.0 0.0 0.0
C -3.28955 5.28719 0.40254 0.0 0.0 0.0
F -3.42053 6.60093 0.63245 0.0 0.0 0.0
C -3.73457 4.39521 1.35970 -0.1 -0.1 -0.1
C -3.58121 3.03874 1.12231 0.0 0.1 0.0
H -7.02100 -0.54848 -3.15845 0.0 0.0 0.0
H -4.63056 0.01481 -2.84752 0.0 0.0 0.0
H -5.15065 -0.21738 1.41088 0.0 0.0 0.0
H -7.54033 -0.78348 1.06920 0.0 0.0 0.0
H -3.00531 -2.21703 0.94784 0.0 0.0 0.0
H -2.54870 -3.18649 3.18309 0.0 0.0 0.0
H -1.28368 0.62755 4.60414 0.0 0.0 0.0
H -1.67277 1.61212 2.35791 0.0 -0.1 -0.1
H -2.12772 3.17981 -1.93338 0.0 0.0 0.0
H -2.41380 5.60823 -1.51706 0.0 0.0 0.0
H -4.19027 4.76860 2.26680 0.0 0.0 0.0
H -3.94200 2.33808 1.86549 0.0 0.0 0.0
C 0.43783 -2.35732 -3.92428 0.0 0.0 0.0
C -0.35776 -1.13994 -3.36830 0.0 0.1 0.1
C 0.16662 0.12613 -4.04320 0.0 0.0 0.0
C -1.83344 -1.36456 -3.70806 0.0 0.0 0.0
C -0.08820 -1.24715 -1.90397 -0.1 0.1 -0.1
H 0.26550 -2.37987 -5.00146 0.0 0.0 0.0
H 0.08936 -3.29987 -3.50517 0.0 0.0 0.0
H 1.50626 -2.25243 -3.74030 0.0 0.0 0.0
H 0.10370 0.00661 -5.12571 0.0 0.0 0.0
H 1.20559 0.32582 -3.77967 0.0 0.0 0.0
H -0.44165 0.98974 -3.77499 0.0 0.0 0.0
H -1.96562 -1.38277 -4.79083 0.0 0.0 0.0
H -2.45414 -0.56832 -3.30275 0.0 0.0 0.0
H -2.18817 -2.31667 -3.30695 0.0 0.0 0.0
H -0.83671 -1.88765 -1.42766 0.1 -0.1 0.0



[3]
9
Properties=species:S:1:pos:R:3:forces:R:3 method="wB97M-V/def2-TZVPD" homo_energy_ha="-0.32988 / -0.32987"
C -1.02123 0.71352 0.50120 -0.2 -0.7 -2.8
N 1.76841 0.97730 0.88542 1.3 -1.1 -1.7
N 2.23884 0.16719 0.24003 -2.3 3.5 3.5
S -0.96273 1.16369 -1.10496 0.2 0.8 1.0
S 2.78953 -1.08120 -0.40577 1.2 -2.4 -1.8
S -1.64449 -1.84500 -0.91279 0.5 0.4 1.1
S -1.27599 -0.90615 0.90904 -0.4 -0.7 0.4
H -0.84053 1.41480 1.27474 0.1 0.3 0.8
H -1.05181 -0.60416 -1.38691 -0.3 -0.3 -0.6



Let's list relative energy (zero: lowest compared OMol25 entry of this formula, charge and spin) in order: 664.6; 0.0; 38.4 kJ/mol.
Let's list molecular weight in order: 877.16; 1247.29; 170.31 g/mol.
Let's list energy in order: -2750.4498; -3976.0713; -1741.4983 hartree.